1.
Below is a 18-piece molecular cluster, C36H117N9O18 overall at a distorted geometry, with properties calculated with wB97M-V/def2-TZVPD.

Properties
Kohn-Sham gap in hartree: 0.339
Total charge: 0
E_HOMO in eV: -8.93
LUMO energy in hartree: 0.0115
Energy above the lowest of the compared OMol25 structures with the same formula, charge and spin in kJ/mol: 333.6

XYZ file:
```
180
C36H117N9O18 | OMol25 | wB97M-V/def2-TZVPD
O 2.02 -2.49 -5.20
H 2.65 -3.13 -5.58
H 1.25 -3.00 -4.88
O -1.07 2.48 -4.19
H -0.16 2.84 -4.31
H -1.07 1.76 -4.84
O -0.30 -3.79 -3.96
H -1.16 -3.65 -4.37
H -0.27 -3.28 -3.12
O -3.26 -2.97 -4.71
H -2.91 -2.14 -5.07
H -3.82 -2.61 -4.01
O 1.75 3.01 -4.19
H 2.05 2.09 -4.51
H 1.74 3.54 -4.97
O -3.99 1.39 -3.54
H -3.38 2.14 -3.27
H -4.48 1.16 -2.73
O 1.69 2.84 1.19
H 2.21 2.99 0.38
H 1.21 3.66 1.26
O 2.24 0.19 -4.48
H 2.21 0.13 -3.50
H 2.18 -0.70 -4.82
O 1.78 -1.26 1.79
H 1.04 -0.67 1.47
H 1.79 -1.97 1.13
C 4.77 -4.39 -0.52
C 3.85 -3.23 -0.10
C 4.19 -1.89 -0.75
O 4.14 -1.86 -2.20
C 5.36 -2.03 -2.90
N 2.42 -3.47 -0.18
H 5.76 -4.21 -0.19
H 4.82 -4.49 -1.60
H 4.50 -5.41 -0.17
H 4.12 -3.07 0.97
H 5.13 -1.44 -0.36
H 3.38 -1.24 -0.46
H 5.12 -1.68 -3.89
H 5.55 -3.12 -2.92
H 6.17 -1.43 -2.46
H 2.07 -3.29 -1.13
H 2.04 -4.40 -0.07
C -4.03 -3.12 -0.84
C -4.75 -2.81 0.47
C -4.57 -4.00 1.46
O -4.97 -5.21 0.84
C -6.35 -5.48 0.75
N -4.26 -1.58 1.11
H -4.01 -2.28 -1.58
H -4.51 -3.93 -1.35
H -2.92 -3.37 -0.72
H -5.82 -2.61 0.32
H -5.04 -3.74 2.39
H -3.54 -4.12 1.72
H -6.79 -5.88 1.71
H -6.39 -6.28 0.04
H -6.90 -4.59 0.44
H -3.20 -1.69 1.24
H -4.63 -1.55 2.07
C -0.65 -4.99 0.64
C -0.78 -6.29 -0.18
C -2.15 -6.56 -0.79
O -2.10 -7.81 -1.38
C -3.23 -8.11 -2.16
N 0.37 -6.20 -1.16
H -1.39 -5.12 1.46
H -1.04 -4.24 -0.02
H 0.32 -4.82 1.10
H -0.56 -7.17 0.44
H -2.30 -5.82 -1.60
H -2.90 -6.45 0.01
H -3.79 -7.12 -2.39
H -3.91 -8.90 -1.70
H -2.84 -8.52 -3.08
H 0.04 -5.56 -1.82
H 0.60 -7.11 -1.60
C 5.26 2.30 -2.67
C 4.88 2.72 -1.27
C 5.59 4.05 -0.93
O 6.95 4.00 -1.26
C 7.76 4.83 -0.48
N 3.36 2.83 -1.09
H 5.21 1.21 -2.74
H 6.24 2.61 -3.11
H 4.51 2.60 -3.37
H 5.21 1.99 -0.57
H 5.43 4.39 0.12
H 5.03 4.85 -1.45
H 8.77 4.99 -0.88
H 7.84 4.41 0.52
H 7.34 5.85 -0.47
H 3.02 3.14 -2.00
H 3.15 1.86 -0.94
C -3.12 5.73 2.61
C -1.74 5.15 2.11
C -1.63 5.38 0.61
O -0.40 4.88 0.07
C -0.50 4.73 -1.33
N -0.68 5.93 2.73
H -3.86 5.05 2.25
H -3.24 6.72 2.15
H -3.10 5.76 3.73
H -1.72 4.07 2.29
H -1.63 6.47 0.32
H -2.42 4.91 0.06
H -0.80 5.72 -1.75
H -1.26 3.94 -1.55
H 0.55 4.58 -1.74
H 0.20 5.43 2.57
H -0.78 5.98 3.74
C 4.92 0.91 2.22
C 4.60 1.30 3.67
C 5.13 2.73 3.79
O 6.52 2.81 3.88
C 6.85 2.47 5.25
N 3.13 1.30 3.88
H 4.87 1.77 1.55
H 4.25 0.12 1.82
H 5.94 0.54 2.02
H 5.15 0.67 4.37
H 4.63 3.22 4.61
H 4.70 3.27 2.89
H 6.61 1.49 5.54
H 6.38 3.19 5.94
H 7.94 2.63 5.30
H 2.76 1.60 2.98
H 2.96 0.31 3.83
C -1.98 1.79 3.96
C -2.12 0.61 4.95
C -2.64 -0.67 4.36
O -1.95 -1.07 3.09
C -1.23 -2.34 3.06
N -0.71 0.32 5.48
H -1.86 2.73 4.49
H -2.84 1.90 3.29
H -1.14 1.62 3.29
H -2.79 0.87 5.75
H -3.67 -0.56 4.01
H -2.43 -1.42 5.11
H -1.21 -2.64 2.03
H -1.74 -3.13 3.56
H -0.22 -2.33 3.42
H -0.29 1.22 5.76
H -0.12 0.01 4.72
C -3.69 1.71 0.56
C -5.16 1.99 0.28
C -5.55 3.29 -0.42
O -5.11 4.49 0.17
C -5.38 5.63 -0.63
N -5.39 0.88 -0.66
H -3.25 2.52 1.12
H -3.26 1.73 -0.45
H -3.53 0.69 0.97
H -5.81 1.93 1.15
H -6.63 3.23 -0.40
H -5.30 3.21 -1.47
H -6.42 5.99 -0.59
H -5.12 5.44 -1.71
H -4.72 6.42 -0.26
H -5.20 -0.03 -0.21
H -6.40 0.87 -0.72
C 1.05 0.46 -1.06
C -0.40 0.35 -0.62
C -1.01 -1.02 -0.91
O -0.78 -1.45 -2.22
C -1.31 -0.62 -3.16
N -0.48 0.60 0.85
H 1.30 -0.43 -1.65
H 1.62 0.56 -0.18
H 1.12 1.33 -1.79
H -1.02 1.04 -1.19
H -2.06 -0.98 -0.70
H -0.50 -1.65 -0.16
H -1.20 -1.02 -4.14
H -0.84 0.38 -3.14
H -2.38 -0.54 -3.02
H -1.33 0.43 1.28
H -0.05 1.48 1.08
```

Löwdin atomic charge list, values in e, 4 entries:
1 O -0.065
2 H 0.069
3 H 0.016
4 O -0.081

2.
Below is C36H23Cl2N2PS3Sn as an isolated structure at a distorted geometry, with properties calculated with wB97M-V/def2-TZVPD.

Properties
Kohn-Sham gap in hartree: 0.211
Total charge: -2
E_HOMO in eV: -1.51
LUMO energy in hartree: 0.1555
Energy above the lowest of the compared OMol25 structures with the same formula, charge and spin in kJ/mol: 0.0

XYZ file:
```
68
C36H23Cl2N2PS3Sn | OMol25 | wB97M-V/def2-TZVPD
Sn 1.03 -0.57 -2.17
C 1.30 0.76 5.15
C 1.96 -0.03 4.20
C 1.43 -0.14 2.90
C 0.23 0.53 2.55
C -0.42 1.27 3.51
C 0.09 1.35 4.83
P -0.16 0.19 0.75
C -1.58 1.35 0.56
C -2.83 1.01 0.07
C -3.77 2.01 -0.17
C -3.49 3.34 0.11
C -2.25 3.64 0.73
C -1.24 2.69 0.75
C -0.94 -1.46 0.84
C -1.73 -1.69 1.96
C -2.31 -2.90 2.21
C -2.24 -3.91 1.29
C -1.56 -3.69 0.10
C -1.55 -4.78 -0.85
C -0.83 -4.69 -1.99
C -0.14 -3.41 -2.29
C -0.10 -2.37 -1.41
C -0.83 -2.52 -0.16
H 1.67 0.83 6.14
H 2.88 -0.52 4.44
H 1.95 -0.70 2.18
H -1.39 1.74 3.22
H -0.42 1.93 5.56
H -3.04 0.03 -0.26
H -4.69 1.69 -0.68
H -4.25 4.14 -0.04
H -2.02 4.64 1.07
H -0.25 2.93 1.15
H -1.89 -0.82 2.61
H -2.70 -3.21 3.22
H -2.71 -4.87 1.45
H -2.05 -5.72 -0.62
H -0.79 -5.53 -2.66
H 0.33 -3.32 -3.20
S 4.22 -0.72 -5.78
C 3.11 -0.51 -4.55
S 1.96 -1.83 -4.20
S 2.81 0.92 -3.65
Cl -3.37 0.45 -3.64
C -2.28 1.79 -3.42
C -2.74 3.02 -3.86
C -2.03 4.20 -3.58
C -0.83 4.05 -2.90
C -0.36 2.82 -2.51
Cl 1.14 2.75 -1.56
C -1.05 1.56 -2.69
N -0.69 0.36 -2.42
H -3.67 3.10 -4.45
H -2.30 5.14 -4.09
H -0.20 4.92 -2.79
N 5.90 -1.35 3.54
C 5.34 -1.23 2.52
C 4.52 -1.06 1.37
C 4.38 0.17 0.74
C 3.45 0.37 -0.28
C 2.66 -0.66 -0.72
C 2.93 -1.92 -0.20
C 3.83 -2.12 0.83
H 4.83 1.06 1.16
H 3.39 1.40 -0.66
H 2.33 -2.78 -0.53
H 4.00 -3.12 1.30
```

Löwdin atomic charge list, values in e, 4 entries:
1 Sn 0.820
2 C -0.113
3 C -0.068
4 C -0.073

3.
Below is C36H23ClF6GeNOTc as an isolated structure, with properties calculated with wB97M-V/def2-TZVPD.

Properties
Kohn-Sham gap in hartree: 0.217
Total charge: +2
E_HOMO in eV: -14.29
LUMO energy in hartree: -0.3084

XYZ file:
```
70
C36H23ClF6GeNOTc | OMol25 | wB97M-V/def2-TZVPD
Tc 0.03 1.48 1.50
Cl -0.40 6.92 0.60
C -1.15 5.39 0.42
C -2.45 5.27 -0.05
C -3.00 4.01 -0.20
C -2.26 2.90 0.13
N -1.01 3.03 0.62
C -0.45 4.25 0.75
H -3.02 6.16 -0.30
H -4.01 3.88 -0.57
H -2.63 1.89 0.01
H 0.57 4.31 1.11
F -3.64 -0.77 5.64
C -2.83 -0.32 4.71
C -2.43 -1.21 3.71
C -1.58 -0.76 2.74
C -1.13 0.58 2.77
C -1.54 1.45 3.81
C -2.42 1.00 4.77
H -2.79 -2.23 3.73
H -1.26 -1.43 1.95
H -1.18 2.47 3.88
H -2.78 1.64 5.57
F 6.20 -0.65 -0.37
C 5.14 -0.14 0.22
C 4.59 -0.76 1.33
F 5.14 -1.87 1.81
C 3.47 -0.23 1.93
F 2.95 -0.80 3.02
C 2.90 0.93 1.42
O 1.78 1.47 2.01
C 3.45 1.55 0.31
F 2.85 2.63 -0.19
C 4.57 1.02 -0.29
F 5.10 1.61 -1.35
C -0.10 0.31 0.33
Ge -0.19 -1.07 -1.18
C 0.83 -2.59 -0.61
C 1.23 -2.80 0.71
C 1.97 -3.92 1.06
C 2.31 -4.84 0.08
C 1.92 -4.65 -1.23
C 1.18 -3.53 -1.58
C -2.07 -1.42 -1.26
C -3.00 -0.53 -1.81
C -4.35 -0.84 -1.82
C -4.79 -2.04 -1.27
C -3.88 -2.93 -0.71
C -2.53 -2.62 -0.70
C 0.72 -0.05 -2.54
C 0.07 0.89 -3.35
C 0.79 1.60 -4.30
C 2.16 1.40 -4.43
C 2.81 0.48 -3.62
C 2.09 -0.24 -2.67
H 0.95 -2.09 1.49
H 2.28 -4.07 2.09
H 2.88 -5.72 0.35
H 2.18 -5.37 -1.99
H 0.87 -3.39 -2.61
H -2.67 0.39 -2.26
H -5.06 -0.16 -2.27
H -5.84 -2.29 -1.28
H -4.23 -3.86 -0.30
H -1.82 -3.34 -0.29
H -0.99 1.05 -3.28
H 0.29 2.31 -4.94
H 2.72 1.95 -5.17
H 3.87 0.31 -3.73
H 2.60 -0.98 -2.06
```

Löwdin atomic charge list, values in e, 4 entries:
1 Tc 1.536
2 Cl 0.802
3 C -0.635
4 C -0.014

4.
Below is a 6-piece molecular cluster, C36H24O12 overall at a distorted geometry, with properties calculated with wB97M-V/def2-TZVPD.

Properties
Kohn-Sham gap in hartree: 0.289
Total charge: 0
E_HOMO in eV: -9.84
LUMO energy in hartree: -0.0725
Energy above the lowest of the compared OMol25 structures with the same formula, charge and spin in kJ/mol: 71.2

XYZ file:
```
72
C36H24O12 | OMol25 | wB97M-V/def2-TZVPD
O 3.86 6.58 -0.07
C 3.62 6.16 1.01
C 3.58 4.72 1.37
C 3.21 4.24 2.57
C 2.89 5.09 3.76
O 2.87 4.60 4.84
C 2.97 6.53 3.37
C 3.31 7.04 2.19
H 3.87 4.06 0.58
H 3.23 3.17 2.78
H 2.78 7.25 4.16
H 3.32 8.08 2.00
O -4.56 0.12 0.97
C -5.07 -0.42 0.00
C -6.09 -1.53 0.12
C -6.43 -2.35 -0.87
C -5.89 -2.12 -2.25
O -6.26 -2.75 -3.21
C -4.97 -0.96 -2.36
C -4.64 -0.14 -1.37
H -6.47 -1.66 1.13
H -7.13 -3.16 -0.78
H -4.56 -0.74 -3.35
H -3.93 0.66 -1.55
O -0.08 -1.91 -1.13
C -0.66 -2.80 -1.65
C -1.76 -2.65 -2.63
C -2.70 -3.61 -2.84
C -2.61 -5.02 -2.33
O -3.22 -5.96 -2.73
C -1.41 -5.20 -1.38
C -0.54 -4.22 -1.18
H -1.86 -1.62 -3.04
H -3.55 -3.39 -3.50
H -1.35 -6.21 -0.91
H 0.32 -4.38 -0.53
O -0.87 -4.40 -5.81
C -0.08 -3.46 -5.75
C 1.34 -3.58 -5.33
C 2.12 -2.57 -4.87
C 1.61 -1.19 -4.76
O 2.25 -0.27 -4.38
C 0.24 -1.04 -5.29
C -0.54 -2.04 -5.75
H 1.78 -4.55 -5.44
H 3.17 -2.76 -4.55
H -0.12 0.01 -5.26
H -1.56 -1.90 -6.11
O 0.90 2.52 6.96
C 1.82 1.84 6.71
C 2.61 0.95 7.69
C 3.42 0.04 7.20
C 3.90 -0.18 5.77
O 4.76 -1.05 5.54
C 3.15 0.67 4.87
C 2.25 1.59 5.28
H 2.47 0.94 8.78
H 4.00 -0.64 7.82
H 3.42 0.59 3.80
H 1.75 2.25 4.55
O -1.67 0.76 -2.16
C -0.86 0.99 -1.32
C 0.63 1.03 -1.59
C 1.54 0.94 -0.60
C 1.24 1.12 0.83
O 2.05 1.37 1.67
C -0.28 1.11 1.06
C -1.20 1.15 0.12
H 0.90 1.09 -2.65
H 2.62 0.86 -0.76
H -0.61 1.18 2.12
H -2.24 1.11 0.38
```

Löwdin atomic charge list, values in e, 4 entries:
1 O 0.139
2 C -0.410
3 C 0.026
4 C 0.024

5.
Below is C36H25ClF6N4O6Pb as an isolated structure, with properties calculated with wB97M-V/def2-TZVPD.

Properties
Kohn-Sham gap in hartree: 0.237
Total charge: -2
E_HOMO in eV: -2.14
LUMO energy in hartree: 0.1586
Energy above the lowest of the compared OMol25 structures with the same formula, charge and spin in kJ/mol: 104.9

XYZ file:
```
79
C36H25ClF6N4O6Pb | OMol25 | wB97M-V/def2-TZVPD
Pb -0.11 -0.25 -0.46
C 0.43 3.54 -2.79
O -0.85 4.03 -3.17
C -2.01 3.37 -2.81
C -3.16 4.11 -2.99
C -4.42 3.60 -2.68
C -4.50 2.32 -2.17
C -3.35 1.54 -1.96
C -3.58 0.21 -1.40
N -2.71 -0.65 -1.05
N -3.24 -1.80 -0.47
C -2.69 -2.92 -0.83
O -1.87 -3.15 -1.81
C -3.14 -4.13 -0.06
C -2.67 -5.38 -0.43
C -3.04 -6.51 0.29
C -3.87 -6.40 1.39
C -4.34 -5.14 1.77
C -3.97 -4.01 1.05
C -2.05 2.02 -2.30
O -0.98 1.35 -2.15
H 0.68 2.61 -3.28
H 1.12 4.33 -3.09
H 0.51 3.39 -1.71
H -3.05 5.12 -3.38
H -5.31 4.19 -2.83
H -5.46 1.89 -1.91
H -4.63 -0.06 -1.25
H -2.01 -5.45 -1.28
H -2.66 -7.48 -0.01
H -4.15 -7.28 1.96
H -4.97 -5.04 2.64
H -4.30 -3.03 1.34
Cl 3.98 -5.25 3.33
C 2.63 -4.27 2.76
C 1.43 -4.90 2.41
C 0.39 -4.15 1.93
C 0.46 -2.73 1.78
O -0.49 -2.09 1.23
C 1.68 -2.12 2.23
C 1.91 -0.68 2.26
N 1.00 0.21 2.37
C 1.41 1.54 2.45
C 2.51 1.96 3.17
C 2.89 3.31 3.21
C 2.18 4.26 2.54
C 1.01 3.89 1.84
C 0.21 4.83 1.15
C -0.92 4.41 0.51
C -1.26 3.04 0.56
N -0.53 2.14 1.17
C 0.61 2.53 1.80
C 2.76 -2.91 2.65
H 1.34 -5.97 2.50
H -0.54 -4.62 1.63
H 2.97 -0.39 2.21
H 3.09 1.22 3.71
H 3.78 3.59 3.77
H 2.48 5.30 2.55
H 0.51 5.87 1.13
H -1.55 5.09 -0.05
H -2.16 2.69 0.07
H 3.69 -2.44 2.92
C 3.65 2.34 -1.26
C 3.39 0.83 -1.11
O 2.23 0.57 -0.48
C 3.39 0.20 -2.52
F 2.31 0.60 -3.21
F 4.46 0.55 -3.28
F 3.36 -1.14 -2.50
C 4.56 0.23 -0.29
F 4.40 -1.06 0.01
F 5.77 0.33 -0.90
F 4.70 0.88 0.89
H 2.89 2.75 -1.92
H 4.64 2.57 -1.66
H 3.53 2.80 -0.27
O -0.01 -2.58 -3.23
C -0.41 -2.17 -2.23
```

Löwdin atomic charge list, values in e, 4 entries:
1 Pb 1.562
2 C -0.090
3 O -0.097
4 C -0.220